{"formula": "C41H46BrCl33IN3O2", "method": "ωB97M-V/def2-TZVPD", "elements": ["C", "C", "C", "C", "C", "C", "C", "C", "C", "C", "C", "C", "C", "C", "C", "C", "Br", "C", "N", "C", "C", "C", "C", "C", "N", "C", "I", "C", "C", "C", "O", "C", "O", "C", "C", "N", "C", "H", "H", "H", "H", "H", "H", "H", "H", "H", "H", "H", "H", "H", "H", "H", "H", "H", "H", "H", "H", "H", "H", "H", "H", "H", "H", "H", "H", "H", "H", "H", "H", "H", "H", "H", "C", "Cl", "Cl", "Cl", "H", "C", "Cl", "Cl", "Cl", "H", "C", "Cl", "Cl", "Cl", "H", "C", "Cl", "Cl", "Cl", "H", "C", "Cl", "Cl", "Cl", "H", "C", "Cl", "Cl", "Cl", "H", "C", "Cl", "Cl", "Cl", "H", "C", "Cl", "Cl", "Cl", "H", "C", "Cl", "Cl", "Cl", "H", "C", "Cl", "Cl", "Cl", "H", "C", "Cl", "Cl", "Cl", "H"], "xyz": [[0.51089, -3.61573, 5.51438], [-0.36950, -3.31826, 4.76155], [-1.39925, -2.79591, 3.83537], [-0.68307, -1.88509, 2.81794], [0.15626, -2.70765, 1.79575], [0.79658, -1.71924, 0.83549], [2.14885, -1.45408, 0.86337], [3.11836, -2.18266, 1.81443], [3.98588, -3.25389, 1.11336], [5.30079, -2.96979, 0.72582], [6.10519, -3.88403, 0.05989], [5.63893, -5.15271, -0.26137], [4.35180, -5.47407, 0.15217], [3.53542, -4.56022, 0.82423], [2.15955, -5.07325, 1.21054], [2.60949, -0.43046, -0.06704], [4.46616, 0.04038, -0.05274], [1.77724, 0.23351, -0.93834], [2.25523, 1.24372, -1.79902], [1.92545, 2.59383, -1.31418], [2.94273, 3.21617, -0.31408], [2.54617, 3.03360, 1.17219], [3.72534, 3.05610, 2.15203], [0.36343, -0.09258, -0.98786], [-0.42037, 0.57497, -1.87451], [-1.65599, 0.13640, -1.82866], [-3.02827, 1.07468, -3.18520], [-2.16708, -0.86989, -0.96222], [-3.60789, -1.35905, -0.97342], [-4.45555, -0.87252, 0.22424], [-5.18426, -2.02510, 0.69818], [-6.46786, -1.80793, 1.04310], [-6.92943, -0.77236, 1.45045], [-7.35282, -3.04133, 0.92400], [-6.77060, -4.26893, 1.69395], [-1.38641, -1.45428, -0.07634], [-0.08668, -1.07770, -0.09949], [1.42654, -3.91727, 5.97801], [-2.05895, -2.16567, 4.44730], [-1.97767, -3.60248, 3.37572], [-1.33341, -1.14317, 2.35056], [0.06063, -1.31122, 3.39321], [0.89240, -3.21752, 2.39896], [-0.52511, -3.38429, 1.26812], [2.61211, -2.56783, 2.69967], [3.82186, -1.41526, 2.16518], [5.76004, -2.00968, 0.93216], [7.11189, -3.61665, -0.25213], [6.24720, -5.86685, -0.80756], [3.97226, -6.47277, -0.05942], [1.35187, -4.65868, 0.60312], [2.15689, -6.16596, 1.11623], [1.97149, -4.88565, 2.27507], [3.24098, 1.13585, -1.99318], [0.96972, 2.53707, -0.78516], [1.76884, 3.30227, -2.13190], [2.95944, 4.29681, -0.52527], [3.94766, 2.83078, -0.51647], [1.89438, 3.87597, 1.44089], [1.91092, 2.14081, 1.27512], [4.51399, 2.32893, 1.93234], [4.18504, 4.05084, 2.18683], [3.33784, 2.80870, 3.14984], [-3.51308, -2.44567, -0.84150], [-4.09474, -1.21079, -1.93767], [-3.78510, -0.57397, 1.03820], [-5.09173, -0.04452, -0.09420], [-7.54231, -3.30777, -0.12097], [-8.32273, -2.81494, 1.37294], [-6.81539, -5.17892, 1.08870], [-5.71984, -4.08141, 1.93906], [-7.30356, -4.44983, 2.63060], [-9.88483, 0.87268, 2.79412], [-10.70316, 1.51952, 1.37047], [-8.65134, 1.99342, 3.36688], [-11.05110, 0.51678, 4.07314], [-9.39199, -0.05058, 2.51358], [-1.45188, 4.44066, 1.35743], [0.00311, 5.41241, 1.15362], [-2.90275, 5.37765, 1.01740], [-1.39018, 3.00960, 0.31903], [-1.50075, 4.11032, 2.38730], [6.20884, -2.89532, -3.95304], [7.24582, -2.06278, -2.78907], [6.57874, -4.62206, -3.99403], [4.50723, -2.62902, -3.58203], [6.40944, -2.48410, -4.93390], [6.57683, 4.41885, 5.01195], [5.61988, 5.74957, 4.35823], [5.58015, 3.37720, 6.03043], [7.32313, 3.48686, 3.71167], [7.36517, 4.83777, 5.62371], [4.64472, -3.94816, 5.91051], [4.36692, -4.61319, 4.29945], [4.38032, -2.20314, 5.91397], [3.60585, -4.73776, 7.10639], [5.67537, -4.13643, 6.18208], [-0.02858, 5.45537, -3.91987], [1.04642, 5.96418, -5.22342], [-0.28782, 3.71243, -3.98485], [0.61134, 5.92568, -2.34388], [-0.98331, 5.94530, -4.05448], [-4.95793, 4.50517, -4.15792], [-3.53064, 5.53209, -4.28654], [-6.42347, 5.44830, -4.42509], [-4.86671, 3.16151, -5.30036], [-4.99432, 4.09606, -3.15542], [0.79902, -3.94390, -2.84115], [1.46297, -3.76989, -4.46625], [1.31075, -2.59823, -1.82538], [-0.96624, -4.05919, -2.89250], [1.18643, -4.85915, -2.40996], [2.55037, 5.51708, -9.15878], [3.58568, 5.95070, -10.51857], [2.25973, 3.77517, -9.11183], [3.25395, 6.04479, -7.63249], [1.59746, 6.01503, -9.28454], [-7.79014, 5.44880, 4.73944], [-8.54572, 6.81266, 3.91380], [-6.51043, 4.74937, 3.74460], [-7.15751, 5.94565, 6.31061], [-8.54539, 4.68970, 4.90189], [0.11045, 0.84834, -8.03646], [0.88246, 1.07016, -6.46839], [0.24532, -0.82967, -8.57029], [-1.58209, 1.34788, -7.97359], [0.61931, 1.47395, -8.75803]], "forces_ev_per_a": [[0.82, -0.31, -0.14], [-0.83, 0.10, -0.48], [0.48, 0.55, 0.60], [0.76, -0.22, 0.19], [-1.01, 1.53, 0.25], [0.31, -0.53, 0.62], [-0.28, 0.32, -0.38], [0.67, 0.49, -0.85], [0.02, -0.43, -0.21], [0.25, 0.08, 0.18], [0.25, -0.40, -0.35], [-0.41, 0.38, 0.33], [0.29, -0.01, -0.16], [-0.56, -0.09, -0.08], [0.50, -0.30, 0.43], [-0.26, -0.73, 0.61], [-0.46, 0.09, -0.15], [0.50, 0.42, -0.18], [-0.60, 0.02, 0.21], [0.16, 0.61, 0.45], [-0.44, 0.17, -0.08], [0.19, 0.20, -0.34], [-0.35, -0.22, 0.21], [1.65, 0.86, 0.45], [-0.99, -1.36, 0.89], [-0.40, 0.72, -0.79], [0.52, -0.10, 0.31], [-0.48, -0.21, 0.17], [0.40, -0.70, 0.28], [1.16, -0.14, -0.24], [-0.80, 0.56, -0.61], [-1.21, -0.64, 0.37], [0.59, 0.44, -0.31], [0.17, -0.84, 0.69], [0.29, 0.22, -0.31], [0.08, 0.58, -0.82], [-0.33, 0.36, 1.02], [-0.38, 0.06, 0.24], [-0.15, -0.28, -0.22], [0.06, 0.15, 0.00], [-0.17, -0.41, -0.05], [-0.28, 0.05, -0.08], [-0.12, -0.32, -0.31], [0.34, -0.10, 0.06], [0.01, -0.05, -0.19], [-0.16, -0.20, 0.12], [-0.28, -0.14, 0.17], [-0.17, 0.13, 0.20], [-0.04, 0.11, 0.10], [-0.05, 0.20, 0.09], [0.10, 0.03, 0.12], [-0.11, 0.23, -0.16], [-0.17, 0.11, -0.25], [-0.02, 0.06, 0.10], [0.06, -0.04, -0.30], [0.16, -0.43, -0.16], [0.19, -0.21, 0.04], [-0.11, 0.08, 0.07], [0.18, -0.43, -0.06], [0.39, -0.03, 0.12], [-0.19, 0.07, -0.16], [-0.08, -0.17, 0.02], [0.25, 0.21, -0.05], [-0.04, 0.21, -0.03], [0.00, 0.20, 0.21], [-0.21, 0.20, -0.17], [-0.23, -0.21, 0.45], [0.30, 0.23, 0.06], [0.18, 0.32, -0.23], [-0.01, 0.14, 0.14], [-0.16, -0.20, -0.05], [0.03, 0.08, -0.16], [-0.02, 0.00, 0.00], [0.02, -0.03, 0.00], [0.05, -0.01, -0.02], [0.02, -0.03, -0.01], [0.05, 0.05, -0.02], [-0.04, -0.12, -0.09], [-0.24, 0.26, 0.04], [-0.04, 0.07, 0.01], [-0.07, -0.02, 0.05], [0.04, 0.00, -0.02], [-0.08, 0.02, 0.13], [0.03, 0.05, -0.10], [0.01, 0.02, -0.03], [0.14, 0.03, 0.03], [0.02, -0.02, 0.02], [-0.10, -0.07, -0.08], [0.05, 0.02, 0.03], [0.03, 0.02, 0.01], [0.01, 0.03, 0.03], [-0.02, -0.01, -0.01], [-0.11, 0.01, -0.09], [0.05, 0.01, 0.04], [0.02, -0.03, 0.00], [0.15, -0.02, 0.02], [-0.03, 0.00, 0.01], [0.08, -0.25, -0.03], [-0.07, 0.03, 0.06], [-0.08, 0.08, -0.01], [-0.04, 0.09, 0.00], [0.06, 0.02, 0.02], [-0.09, 0.00, -0.05], [-0.06, 0.02, 0.02], [0.02, -0.03, 0.04], [-0.02, 0.03, -0.02], [0.04, 0.00, -0.02], [0.15, 0.11, -0.08], [-0.16, -0.11, -0.06], [0.37, -1.38, -1.27], [0.02, 0.00, 0.05], [-0.04, 0.00, -0.03], [0.04, -0.04, 0.06], [-0.05, -0.02, 0.03], [-0.01, -0.01, -0.07], [0.10, 0.10, -0.08], [0.02, -0.02, 0.00], [0.05, 0.08, -0.01], [-0.02, -0.05, 0.01], [-0.01, -0.01, 0.01], [-0.03, -0.04, -0.01], [0.02, 0.01, -0.02], [-0.03, -0.06, 0.15], [0.01, 0.01, -0.02], [0.01, 0.03, -0.03], [0.02, 0.04, -0.02], [-0.04, -0.01, -0.01]], "lowdin_charge": [0.11, -0.14, -0.19, -0.18, -0.15, -0.19, -0.18, -0.10, -0.18, -0.10, -0.11, -0.09, -0.06, -0.23, -0.04, -0.48, 0.93, -0.30, 0.01, -0.22, -0.19, -0.28, -0.12, -0.24, 0.13, -0.64, 0.90, -0.31, -0.14, -0.12, -0.01, -0.49, 0.10, -0.12, -0.08, 0.20, -0.27, -0.04, 0.12, 0.11, 0.10, 0.12, 0.06, 0.12, 0.09, 0.09, 0.05, 0.08, 0.10, 0.11, 0.07, 0.08, 0.06, 0.07, 0.05, 0.05, 0.10, 0.07, 0.02, 0.10, 0.03, 0.05, 0.07, 0.12, 0.05, 0.13, 0.13, 0.12, 0.11, 0.07, 0.07, 0.07, -1.55, 0.53, 0.52, 0.52, -0.01, -1.51, 0.57, 0.54, 0.56, 0.02, -1.53, 0.53, 0.53, 0.51, 0.01, -1.55, 0.53, 0.52, 0.52, 0.01, -1.52, 0.58, 0.53, 0.54, 0.01, -1.54, 0.51, 0.51, 0.54, -0.06, -1.54, 0.56, 0.54, 0.47, 0.01, -1.47, 0.53, 0.78, 0.54, 0.02, -1.54, 0.53, 0.54, 0.51, 0.02, -1.56, 0.52, 0.50, 0.52, -0.01, -1.57, 0.52, 0.52, 0.52, -0.04], "total_charge": 0, "homo_ev": -8.121, "energy_ha": -19962.5849, "lumo_ev": -0.615}